No. 1
This record from the Open Molecules 2025 dataset describes the ion C8H16NO2 with charge +1 at a distorted geometry. The level of theory is ωB97M-V with the def2-TZVPD basis set.

CARTESIAN COORDINATES (ANGSTROEM)
C1 -1.6141 1.0316 0.1031
C2 -0.6060 1.7465 -0.7454
C3 2.9374 0.6881 -0.5395
C4 2.6384 1.2432 0.8787
C5 -1.6211 -0.4655 -0.1072
C6 0.8171 1.4750 -0.2959
C7 -2.4834 -1.3381 0.7877
C8 -0.0120 -2.1511 -0.4350
N1 -0.2313 -0.8467 -0.0406
O1 1.7459 1.2078 -1.1996
O2 1.2276 1.5920 0.8985
H1 -1.4265 1.0534 1.1424
H2 -2.6583 1.3739 -0.1857
H3 -0.6903 1.5180 -1.7738
H4 -0.7664 2.8320 -0.5526
H5 3.9143 1.0393 -0.9655
H6 2.8137 -0.4121 -0.5823
H7 2.8441 0.4584 1.6519
H8 3.3141 2.0851 0.9242
H9 -1.9476 -0.5608 -1.1287
H10 -2.4866 -2.4430 0.4955
H11 -3.5851 -1.1028 0.6670
H12 -2.3077 -1.4106 1.9134
H13 -0.6642 -2.8809 0.0447
H14 -0.2027 -2.3770 -1.5444
H15 1.0122 -2.6068 -0.3261
H16 0.0383 -0.7493 0.9150

Force components x, y, z for each atom (eV/Å):
-2.64 -0.94 -0.34
1.28 1.36 1.93
-0.88 -0.58 0.93
2.18 -1.71 0.14
0.20 -0.11 -0.54
-0.29 -0.74 -2.92
-2.43 -1.56 0.86
1.14 -4.61 -2.74
0.77 1.72 0.03
-1.09 0.50 0.13
0.69 -0.08 0.34
0.05 1.35 1.37
1.30 0.07 0.83
0.01 -0.17 -1.09
0.20 -0.46 -0.45
-1.33 -0.18 0.14
0.40 0.60 -0.16
-0.34 1.12 -0.47
-0.58 0.69 1.03
-0.12 -0.74 -0.62
0.29 1.58 0.02
1.20 0.10 0.20
0.26 0.78 -1.42
0.02 -0.05 0.28
0.07 0.96 1.27
-0.64 1.11 0.33
0.27 -0.01 0.93

The energy relative to the best compared isomer or geometry (same formula, charge and spin) comes out at 27.6 kcal per mole. Its total charge is +1. The calculation puts the HOMO energy at -13.028 eV. The multiplicity is 1. For the HOMO-LUMO gap, the calculation gives 0.35018 hartree. For the lowest unoccupied orbital energy, the calculation gives -3.499 eV.

No. 2
This record from the Open Molecules 2025 dataset describes a cluster of 2 separate species, C8H16NO2 in total at a distorted geometry. The level of theory is ωB97M-V with the def2-TZVPD basis set.

CARTESIAN COORDINATES (ANGSTROEM)
C1 -0.4255 0.8358 0.5482
C2 -0.7826 1.8714 -0.3453
C3 -1.8978 2.7446 0.0290
C4 -0.7124 1.1604 -2.6707
C5 2.6999 -2.3117 0.4910
C6 -0.0805 -3.3428 2.5316
C7 -0.0850 2.1003 -1.6141
C8 1.8230 -2.4124 1.5082
N1 0.5252 -0.0436 0.4840
O1 1.2734 -0.1510 -0.6088
O2 0.6975 -3.1025 1.3834
H1 -0.9815 0.7608 1.4746
H2 -1.5065 3.5674 0.6384
H3 -2.3654 3.2020 -0.8406
H4 -2.6370 2.2301 0.6403
H5 -1.7652 1.3981 -2.8064
H6 -0.1901 1.2920 -3.6110
H7 -0.6256 0.1196 -2.3725
H8 1.9108 -0.9096 -0.4110
H9 3.6276 -1.7877 0.6273
H10 2.5708 -2.8980 -0.4032
H11 0.2287 -4.2841 2.9966
H12 -1.1159 -3.4362 2.2066
H13 0.0139 -2.5358 3.2634
H14 0.9760 1.8454 -1.5410
H15 -0.2051 3.1340 -1.9472
H16 1.9957 -1.9095 2.4571

Force components x, y, z for each atom (eV/Å):
-0.52 0.56 -0.09
0.50 -0.09 -0.31
-0.33 -0.06 -0.02
-0.30 -0.18 0.07
-0.23 -0.07 0.31
-0.30 -0.31 0.62
0.38 0.21 -0.04
0.59 0.09 -0.45
1.54 -1.01 -0.93
-1.38 0.85 0.80
0.13 0.06 -0.58
0.00 -0.01 0.02
0.16 0.05 0.04
0.03 0.00 -0.05
-0.01 0.00 0.05
-0.04 -0.01 -0.11
0.05 0.08 -0.09
0.02 -0.08 0.00
-0.17 -0.11 0.57
0.21 0.08 0.16
-0.05 -0.21 -0.17
-0.04 0.13 -0.02
0.08 0.05 0.06
-0.02 0.01 -0.08
-0.16 0.12 0.07
-0.04 -0.08 0.13
-0.07 -0.06 0.04

The energy relative to the best compared isomer or geometry (same formula, charge and spin) comes out at 87.1 kcal per mole. Its total charge is +1. The calculation puts the HOMO energy at -12.260 eV. The multiplicity is 1. For the HOMO-LUMO gap, the calculation gives 0.22105 hartree. For the lowest unoccupied orbital energy, the calculation gives -6.245 eV.

No. 3
This record from the Open Molecules 2025 dataset describes the ion C8H16NO2 with charge +1 at a distorted geometry. The level of theory is ωB97M-V with the def2-TZVPD basis set.

CARTESIAN COORDINATES (ANGSTROEM)
C1 -1.7708 -2.7549 -0.3675
O1 -0.9282 -1.9668 0.5274
C2 -0.8268 -0.6363 0.3274
C3 -1.3821 0.6261 0.2362
C4 -2.8208 1.0491 0.4527
O2 -2.9158 2.4144 0.1649
C5 -0.2263 1.4215 -0.2804
C6 0.6335 0.2152 -0.4392
N1 1.8642 0.1182 0.3686
C7 2.4927 -1.1716 0.3081
C8 2.7460 1.2126 -0.1157
H1 -1.0846 -2.9217 -1.2111
H2 -2.5324 -2.0868 -0.8511
H3 -1.9871 -3.7042 0.1315
H4 -3.0836 0.8170 1.4707
H5 -3.4364 0.4224 -0.1722
H6 -3.8761 2.6272 -0.0799
H7 -0.4718 2.0714 -1.1223
H8 0.2193 2.2178 0.5205
H9 0.9208 -0.2304 -1.4361
H10 1.5521 0.2138 1.4738
H11 2.6099 -1.4239 -0.7542
H12 3.5667 -1.3043 0.6571
H13 1.6662 -1.7479 0.8117
H14 2.1744 2.1176 -0.3718
H15 3.3828 1.6376 0.6829
H16 3.5141 0.7669 -0.9321

Force components x, y, z for each atom (eV/Å):
1.24 1.35 -1.63
-0.80 1.66 0.80
3.39 2.32 -2.31
-0.96 -2.41 0.62
1.18 -0.28 -0.06
-2.28 0.82 -0.75
0.33 2.73 2.17
-1.93 -4.35 0.12
-0.24 2.99 3.39
0.02 -2.35 -0.35
2.81 0.51 -0.36
-0.30 -0.63 0.05
-0.07 -1.07 1.14
-0.55 0.62 -0.15
-0.24 0.02 0.67
-0.45 -0.11 -0.45
2.14 -0.36 0.61
0.23 -0.41 -0.29
-1.05 -1.84 -1.55
-0.61 0.95 0.82
1.01 0.39 -3.45
-0.52 -0.22 0.17
-1.69 0.74 0.52
1.64 -0.68 -0.61
0.06 -0.80 -0.70
-0.10 -0.83 -0.06
-2.26 1.26 1.63

The energy relative to the best compared isomer or geometry (same formula, charge and spin) comes out at 101.1 kcal per mole. Its total charge is +1. The calculation puts the HOMO energy at -12.500 eV. The multiplicity is 1. For the HOMO-LUMO gap, the calculation gives 0.35090 hartree. Its SMILES is COC1=C(CO)C[C@H]1[NH+](C)C. For the lowest unoccupied orbital energy, the calculation gives -2.952 eV.

No. 4
This record from the Open Molecules 2025 dataset describes a cluster of 2 separate species, C8H16NO6 in total at a distorted geometry. The level of theory is ωB97M-V with the def2-TZVPD basis set.

CARTESIAN COORDINATES (ANGSTROEM)
C1 4.7291 -1.0594 1.4888
C2 4.6793 0.4860 1.4044
O1 5.5867 1.0391 0.9364
O2 3.6256 1.2888 1.9057
C3 2.3650 0.9026 1.4921
O3 1.7813 1.6041 0.7600
C4 1.6283 -0.3873 1.9765
N1 1.3421 -1.2245 0.7475
H1 5.7978 -1.3334 1.4011
H2 4.1975 -1.5840 0.6687
H3 4.3641 -1.3961 2.4818
H4 2.2155 -0.9426 2.7286
H5 0.6471 -0.0751 2.3816
H6 1.0394 -2.1689 1.0081
H7 0.5850 -0.7976 0.1882
H8 2.1854 -1.2338 0.1597
C5 -2.0883 2.2228 -0.2944
C6 -1.4967 1.3220 -1.3623
O4 -2.0963 0.0181 -1.3310
C7 -3.3195 -0.0686 -1.8831
O5 -3.9273 0.8311 -2.3929
O6 -3.7447 -1.3263 -1.7416
C8 -5.0830 -1.5438 -2.2034
H9 -2.0229 1.7467 0.6873
H10 -1.5645 3.1786 -0.2604
H11 -3.1437 2.4172 -0.4843
H12 -0.4312 1.1767 -1.1656
H13 -1.5827 1.7643 -2.3556
H14 -5.2066 -1.2014 -3.2295
H15 -5.7902 -1.0408 -1.5444
H16 -5.2714 -2.6143 -2.1680

Force components x, y, z for each atom (eV/Å):
-0.48 0.20 0.87
0.00 -1.49 0.16
1.48 1.40 -0.68
-0.96 -1.82 0.12
0.73 -0.29 0.99
-1.34 0.95 -1.40
0.53 0.51 0.65
-0.02 0.49 0.15
-0.68 0.26 -0.01
0.18 0.39 0.40
0.15 -0.02 -0.65
-0.49 -0.01 -0.59
0.66 -0.14 -0.07
0.22 0.05 -0.19
0.19 0.00 0.15
-0.34 -0.47 0.02
-0.19 -0.07 0.04
-0.01 0.58 0.17
0.29 -0.20 -0.04
-0.32 -0.17 0.08
0.22 -0.04 0.03
0.25 0.17 0.00
-0.41 -0.19 -0.13
0.11 0.04 -0.01
0.03 -0.05 -0.01
0.07 0.02 -0.10
-0.04 -0.21 -0.04
-0.15 -0.12 0.02
0.04 0.12 0.10
0.04 0.09 -0.11
0.23 0.03 0.10

The energy relative to the best compared isomer or geometry (same formula, charge and spin) comes out at 0.0 kcal per mole. Its total charge is +1. The calculation puts the HOMO energy at -13.365 eV. The multiplicity is 1. For the HOMO-LUMO gap, the calculation gives 0.33502 hartree. For the lowest unoccupied orbital energy, the calculation gives -4.248 eV.

No. 5
This record from the Open Molecules 2025 dataset describes a cluster of 3 separate species, C8H16NO6S2 in total. The level of theory is ωB97M-V with the def2-TZVPD basis set.

CARTESIAN COORDINATES (ANGSTROEM)
N1 -2.4710 -2.6034 -0.6636
S1 -1.8470 -3.9920 -1.2438
S2 -0.3481 -4.5153 0.0336
H1 -1.9139 -1.7896 -0.9917
H2 -3.4496 -2.5541 -0.9334
H3 -1.0386 -3.6014 -2.2505
H4 -1.1103 -5.4164 0.6654
C1 -1.1709 3.9471 -0.8529
C2 -1.9310 2.6654 -1.0509
C3 -2.2347 1.8883 0.2170
O1 -2.2200 0.5182 -0.2600
C4 -1.4334 0.4850 -1.3393
O2 -1.0570 -0.5463 -1.8561
O3 -1.1335 1.6883 -1.7842
H5 -1.0450 4.4733 -1.7976
H6 -1.7161 4.5944 -0.1655
H7 -0.1862 3.7398 -0.4360
H8 -2.8384 2.8261 -1.6367
H9 -3.2016 2.1123 0.6568
H10 -1.4444 1.9926 0.9576
C5 2.3754 -2.1232 1.2823
C6 2.5721 -0.7514 0.6936
C7 3.6080 0.1169 1.3844
O4 3.0915 1.4361 1.1641
C8 1.7607 1.3432 1.0097
O5 1.0043 2.2627 1.0098
O6 1.3847 0.0522 0.8548
H11 1.6508 -2.6850 0.6944
H12 3.3207 -2.6665 1.2892
H13 1.9974 -2.0533 2.3028
H14 2.7757 -0.8137 -0.3787
H15 4.6065 0.0386 0.9651
H16 3.6428 -0.0689 2.4602

Force components x, y, z for each atom (eV/Å):
-0.03 -0.20 -0.50
-0.21 -0.20 0.12
0.26 -0.05 -0.04
-0.09 0.34 0.13
-0.05 0.16 0.19
0.13 0.05 0.00
-0.09 -0.11 0.03
0.24 -0.03 -0.13
-0.06 0.16 0.18
0.00 0.08 0.06
0.04 -0.03 0.03
0.11 0.11 -0.13
-0.15 -0.21 0.21
0.01 0.01 -0.08
-0.06 0.01 0.00
-0.03 0.00 -0.02
-0.07 0.00 0.08
0.00 -0.05 -0.03
-0.06 -0.11 -0.09
0.07 0.03 0.00
-0.15 0.05 0.06
0.11 -0.06 0.01
-0.01 -0.05 0.00
0.00 0.02 0.08
0.01 -0.05 0.01
-0.09 0.01 -0.04
-0.03 0.00 -0.06
0.09 0.02 0.01
-0.01 -0.02 -0.03
0.08 0.03 0.02
0.03 0.02 0.00
-0.02 0.08 -0.06
0.00 -0.02 0.00

Its total charge is +1. The calculation puts the HOMO energy at -13.567 eV. The multiplicity is 1. For the HOMO-LUMO gap, the calculation gives 0.35431 hartree. For the lowest unoccupied orbital energy, the calculation gives -3.926 eV.

No. 6
This record from the Open Molecules 2025 dataset describes the ion C8H16NOSi with charge +1 at a distorted geometry. The level of theory is ωB97M-V with the def2-TZVPD basis set.

CARTESIAN COORDINATES (ANGSTROEM)
C1 -0.8327 -0.5387 -1.2892
C2 0.2652 -1.0838 -2.1686
C3 1.6449 -0.7870 -1.4288
C4 -1.6455 1.2308 0.9810
C5 1.7236 -1.4968 -0.0936
C6 -1.5780 0.5859 -1.5025
C7 -0.0629 0.9035 1.0953
C8 0.4776 1.6618 2.3551
N1 -2.1512 1.2069 -0.3638
O1 -0.9425 -1.2509 -0.0648
Si1 0.5236 -1.0462 1.1991
H1 0.1945 -2.1360 -2.4520
H2 0.1855 -0.4834 -3.1201
H3 2.2836 -1.3307 -2.0795
H4 1.9756 0.2708 -1.5689
H5 -2.1990 0.5112 1.5615
H6 -1.5236 2.2441 1.4570
H7 1.7097 -2.7209 -0.1541
H8 2.7774 -1.3919 0.2232
H9 -1.6773 1.2623 -2.3718
H10 0.3728 1.3648 0.2233
H11 -0.3018 1.8216 3.0434
H12 1.1110 2.4416 2.0958
H13 1.0959 0.9031 2.9283
H14 -1.1473 -2.1972 -0.2220
H15 -2.6942 1.9680 -0.5697
H16 0.4151 -1.9127 2.2862

Force components x, y, z for each atom (eV/Å):
-0.24 0.57 -2.77
-0.06 2.28 0.02
-1.50 -0.78 -2.21
3.04 -0.57 0.44
2.11 -2.43 0.73
0.42 0.28 3.39
-0.41 -0.86 1.47
0.70 -4.26 -0.03
1.14 -1.48 -1.16
-0.32 -1.46 1.65
-1.67 4.31 -3.47
-0.13 -0.06 0.30
0.36 -0.69 0.84
1.23 -0.37 -0.46
-0.58 -0.71 0.94
-0.27 0.15 0.83
-1.47 -0.76 -0.84
-0.33 2.79 -0.32
-0.34 0.10 0.39
0.48 -1.29 0.06
0.41 -0.22 -0.41
-0.96 0.98 0.76
0.74 1.78 -0.14
-0.14 1.06 -0.35
-0.21 0.57 -0.35
-1.56 1.97 -0.66
-0.45 -0.90 1.34

The energy relative to the best compared isomer or geometry (same formula, charge and spin) comes out at 73.5 kcal per mole. Its total charge is +1. The calculation puts the HOMO energy at -11.758 eV. The multiplicity is 1. For the HOMO-LUMO gap, the calculation gives 0.30032 hartree. For the lowest unoccupied orbital energy, the calculation gives -3.586 eV.